9
Properties=species:S:1:pos:R:3:nbo_charge:R:1 method="wB97M-V/def2-TZVPD" homo_ev=-9.090 lumo_ha=-0.0488 e_above_lowest_ev=5.586
C 0.5859 -0.8043 0.7930 0.03
C -0.9782 1.3530 3.3407 -0.19
C 1.3446 0.4266 1.0378 -0.86
Cl -0.6178 -0.1413 4.1324 0.04
Br 1.7415 -2.2938 1.0193 0.05
Br -2.6828 1.3186 2.6350 0.15
H 1.5734 0.8872 0.1292 0.29
H 0.7035 1.2670 1.4692 0.27
H 2.3336 0.5203 1.5734 0.22

5
Properties=species:S:1:pos:R:3:nbo_charge:R:1 method="wB97M-V/def2-TZVPD" charge=-1 homo_ev=-5.178 lumo_ha=0.1712 e_above_lowest_ev=0.145
Cl -0.0224 0.0441 -0.0273 2.54
O -0.3384 0.4481 -1.3454 -0.86
O 0.6305 0.9881 0.8121 -0.88
O -1.1767 -0.3535 0.7535 -0.89
O 0.9070 -1.1267 -0.1929 -0.91

28
Properties=species:S:1:pos:R:3:nbo_charge:R:1 method="wB97M-V/def2-TZVPD" charge=+1 spin_multiplicity=3 homo_ev="-7.664 / -12.498" lumo_ha="-0.0963 / -0.2717" e_above_lowest_ev=2.802
C -2.6820 -1.1439 -1.0133 0.13
C 0.4537 2.1074 0.4359 -0.17
C 2.9542 -1.7439 0.9804 0.20
C -3.0143 -0.1943 0.1091 -0.31
C 0.3422 2.0806 -1.0429 -0.11
C 3.9874 -0.7929 0.3900 -0.64
C -0.8663 -1.0489 0.2271 0.05
C 1.4563 -0.8924 -0.4457 -0.17
C 0.2066 0.0595 -0.1090 0.37
N -1.5148 -1.5822 -0.9147 -0.38
N 1.7860 -1.7822 0.5607 -0.40
N 0.2792 1.0000 0.9989 -0.67
N -1.9721 -0.3867 1.1208 -0.58
O -0.0908 0.7678 -1.2644 -0.48
S 3.0104 0.2054 -0.7823 0.58
H -3.3822 -1.5349 -1.8049 0.24
H 0.7473 3.0693 1.0933 0.21
H 3.2214 -2.3101 1.7515 0.20
H -2.9815 0.7838 -0.3222 0.25
H -4.0229 -0.4212 0.5655 0.25
H -0.3151 2.8573 -1.5339 0.24
H 1.5166 2.1549 -1.5075 0.15
H 4.3275 -0.1208 1.1418 0.28
H 4.5580 -1.5135 -0.1487 0.29
H -0.2573 -1.8510 0.6826 0.27
H 1.1948 -1.3417 -1.3484 0.26
H -1.3190 0.4003 1.5690 0.49
H -2.2995 -1.0287 1.8616 0.43

39
Properties=species:S:1:pos:R:3:nbo_charge:R:1 method="wB97M-V/def2-TZVPD" charge=+1 spin_multiplicity=2 homo_ev="-12.520 / -12.520" lumo_ha="-0.1046 / -0.1856"
In 20.9266 0.7328 12.6280 0.95
C 17.6547 -2.0648 10.8123 -0.60
C 17.0824 -0.9102 11.7224 -0.14
O 18.1411 -0.0738 12.1235 -0.30
H 18.3804 -2.7076 11.3106 0.23
H 18.0318 -1.5700 9.9173 0.20
H 16.9037 -2.7411 10.4040 0.24
H 16.4664 -1.4129 12.4681 0.20
H 16.3101 -0.3534 11.1918 0.18
C 21.3573 5.2098 14.9479 -0.73
C 22.1334 3.9407 14.9182 0.64
O 21.6344 2.8646 14.5452 -0.62
C 23.5499 4.0840 15.5491 -0.72
H 21.6185 5.8507 15.7900 0.24
H 20.2814 5.0646 14.8512 0.24
H 21.7234 5.8227 14.1242 0.25
H 23.9349 4.9635 15.0330 0.23
H 24.0821 3.1432 15.4085 0.24
H 23.4878 4.4827 16.5616 0.25
C 19.3146 2.0214 8.3172 -0.73
C 20.1558 0.8403 8.6392 0.63
O 20.7861 0.7859 9.6804 -0.62
C 20.2092 -0.2379 7.6597 -0.73
H 19.8379 2.7430 7.6897 0.26
H 19.2161 2.5402 9.2707 0.22
H 18.3121 1.7217 8.0118 0.24
H 21.1973 -0.6961 7.6187 0.25
H 20.0926 0.2259 6.6802 0.23
H 19.4358 -0.9855 7.8360 0.25
C 17.3039 4.4426 13.7568 -0.71
C 17.9911 3.3891 12.8508 0.63
O 18.9307 2.7923 13.4125 -0.61
C 17.6411 3.2076 11.3437 -0.73
H 16.3698 4.0287 14.1366 0.25
H 17.0931 5.3675 13.2200 0.23
H 18.0352 4.6717 14.5319 0.24
H 18.3014 3.7158 10.6410 0.25
H 16.6103 3.5386 11.2177 0.23
H 17.7650 2.1686 11.0386 0.24

12
Properties=species:S:1:pos:R:3:nbo_charge:R:1 method="wB97M-V/def2-TZVPD" homo_ev="-10.972 / -10.377" lumo_ha="-0.0946 / -0.1123" e_above_lowest_ev=3.399
C 1.1629 -3.1565 1.2595 0.14
C 0.6653 -2.0363 -1.5900 -0.88
C 0.6789 -1.9269 1.3555 -0.45
N 1.5269 -4.2699 1.2201 -0.21
O 2.0108 -0.2933 -0.0026 -0.93
O -0.4152 -0.0864 -0.1586 -0.92
S 0.7275 -0.9322 -0.1565 2.14
Br 4.2252 1.6671 -0.6432 -0.01
H 0.6911 -1.1885 -2.4327 0.29
H 1.3387 -2.8676 -1.4705 0.27
H -0.2884 -2.6035 -1.4583 0.26
H 0.9465 -1.3676 2.3422 0.29

16
Properties=species:S:1:pos:R:3:nbo_charge:R:1 method="wB97M-V/def2-TZVPD" homo_ev="-7.706 / -7.695" lumo_ha="0.0228 / -0.0002" e_above_lowest_ev=6.209
C -1.2884 -0.4439 -0.3444 0.00
C -2.5658 0.3706 -0.2088 -0.66
C 1.2616 1.7725 0.6579 -0.44
C 1.6899 -1.6037 0.1797 -0.56
N 0.0803 1.0310 0.6334 -0.24
N -0.1513 -0.0051 0.0204 -0.08
H -1.5885 -1.5429 -0.3386 0.19
H -2.5563 1.4060 -0.4244 0.22
H -2.9565 0.2125 0.8087 0.23
H -3.2764 -0.1698 -0.9394 0.21
H 1.1042 2.8681 1.0944 0.22
H 1.9910 1.1723 1.1584 0.21
H 1.6242 1.9399 -0.3793 0.18
H 1.6329 -1.9369 -0.8700 0.18
H 1.6186 -2.3665 0.9916 0.18
H 2.4894 -0.8448 0.4993 0.17

6
Properties=species:S:1:pos:R:3:nbo_charge:R:1 method="wB97M-V/def2-TZVPD" smiles="S=[PH]=CCl" homo_ev=-8.735 lumo_ha=-0.0244 e_above_lowest_ev=1.934
S 2.5269 -0.2779 -0.0626 -0.44
P 0.7036 0.3967 0.1742 0.83
C -0.7025 -0.4657 -0.2037 -0.68
Cl -2.4140 -0.0765 0.0070 0.03
H 0.4481 1.8836 0.4218 0.04
H -0.5621 -1.4601 -0.3367 0.22

13
Properties=species:S:1:pos:R:3:nbo_charge:R:1 method="wB97M-V/def2-TZVPD" spin_multiplicity=4 homo_ev="-7.427 / -7.697" lumo_ha="-0.0358 / -0.0312" e_above_lowest_ev=4.349
O 0.2587 -1.8712 1.9826 -0.68
C -0.6678 -1.1681 1.2223 0.13
H 0.5546 -2.6440 1.4906 0.48
H -1.3539 -0.6207 1.8766 0.16
C -0.3493 -0.6745 -0.0356 -0.42
C -0.4084 0.7197 -0.3480 -0.57
C 0.8629 1.4650 -0.7925 -0.11
O 1.0149 1.4824 -2.1959 -0.86
Co -0.4555 0.3542 -2.4533 1.08
H -1.1747 1.3204 0.1661 0.21
H -0.8544 -1.8521 -0.1963 0.25
H 1.7448 0.9868 -0.3181 0.17
H 0.8278 2.5021 -0.3985 0.17

These records have max |F| values of 3.12 5.18 9.66 2.38 3.76 3.56 3.72 3.64 eV Å⁻¹, in the order they appear.
These records have total energy values of -155760.43821 -20706.75760 -28372.77239 -25135.16405 -89633.83115 -7284.41068 -33714.18965 -45958.90013 eV, in the order they appear.